1.
The following is a quantum chemistry calculation of 2 unconnected molecules or ions with the total composition C2ClO4, from the OMol25 dataset.

Last column: Mulliken charge in e.
Geometry (Å):
Cl1 -0.36814 -0.99034 -0.32115  -0.286
O1 -1.71562 1.23080 -0.61123  -0.474
O2 2.70271 -0.98609 0.10615  -0.404
O3 -2.92086 -0.58107 0.59654  -0.720
O4 1.87224 1.13897 0.22928  -0.361
C1 2.20898 0.04747 0.15666  0.752
C2 -1.77932 0.14026 -0.15626  0.493

Values from the calculation:
- charge = -1
- 2S+1 = 1
- electronic energy (eV) = -22787.863
- HOMO (eV) = -4.157
- HOMO-LUMO gap (eV) = 7.41
- energy above the lowest of the compared OMol25 structures with the same formula, charge and spin (kJ/mol) = 206.84

---

2.
The following is a quantum chemistry calculation of a molecular structure, C2CuLi2O6, from the OMol25 dataset.

Last column: Mulliken spin population.
Geometry (Å):
Cu1 -3.90190 -0.81055 -0.57065  0.006
O1 -2.04009 0.14643 -1.06545  0.038
O2 1.89892 -0.34415 1.92280  0.147
O3 -0.30694 1.13840 -0.20047  0.045
O4 0.38609 0.94594 1.01818  0.002
O5 -2.12948 0.61766 1.05838  0.268
O6 1.34188 -0.74514 -0.17194  0.562
C1 -1.60796 0.74138 -0.07447  -0.030
C2 1.25105 -0.12232 0.90656  -0.038
Li1 1.93358 -1.30779 3.50484  0.000
Li2 -0.10188 -0.60530 -2.13041  -0.001

Values from the calculation:
- charge = +2
- 2S+1 = 2
- electronic energy (eV) = -59388.934
- HOMO (alpha / beta) (eV) = -18.251 / -17.094
- HOMO-LUMO gap (alpha / beta) (eV) = 10.02 / 4.02

---

3.
The following is a quantum chemistry calculation of a molecular structure, C2ErF3NO5S2, from the OMol25 dataset.

Last column: Mulliken spin population.
Geometry (Å):
Er1 -3.22617 2.01395 -0.14516  3.143
S1 -0.07593 0.18750 -1.53452  0.074
S2 -0.16724 0.19989 -4.31725  0.072
F1 2.46517 0.01806 -4.53451  0.000
F2 1.42091 -1.68395 -5.35874  0.007
F3 1.41616 0.19610 -6.41317  0.002
O1 -4.07516 -0.60786 -0.35742  -0.017
O2 -3.31568 -2.64078 -1.11554  -0.002
O3 -1.24769 -0.44378 -5.16693  0.240
O4 -1.60036 0.74671 -1.61737  -0.011
O5 0.90075 1.34495 -1.57716  0.137
N1 0.04820 -0.66685 -2.94491  0.327
C1 1.37993 -0.36527 -5.20235  0.034
C2 -3.55882 -1.52653 -0.89148  -0.007

Values from the calculation:
- 2S+1 = 5
- electronic energy (eV) = -71239.486
- HOMO (alpha / beta) (eV) = -7.072 / -7.823
- HOMO-LUMO gap (alpha / beta) (eV) = 6.47 / 4.43

---

4.
The following is a quantum chemistry calculation of 2 unconnected molecules or ions with the total composition C2F3IO, from the OMol25 dataset.

Last column: Mulliken spin population.
Geometry (Å):
I1 2.78291 0.03411 -0.56395  0.440
F1 -1.93480 -0.09696 -0.92033  0.064
F2 -1.62140 0.91442 1.04273  0.064
F3 -0.45525 1.52819 -0.76608  0.060
O1 1.08188 -1.89154 1.02854  0.157
C1 1.18031 -1.00264 0.25917  0.414
C2 -1.03365 0.51443 -0.08008  0.801

Values from the calculation:
- 2S+1 = 3
- electronic energy (eV) = -20370.740
- HOMO (alpha / beta) (eV) = -8.253 / -10.442
- HOMO-LUMO gap (alpha / beta) (eV) = 8.55 / 8.19
- energy above the lowest of the compared OMol25 structures with the same formula, charge and spin (kJ/mol) = 0.00